# 1
DFT (ωB97M-V/def2-TZVPD) results for a molecular structure, C26H26N2O4S2 at a distorted geometry.

Each line ends with the Löwdin charge.
Geometry (Å):
C (-6.16, -0.90, 0.39)  0.019
H (-6.11, -0.03, -0.34)  0.122
O (-4.73, -1.29, 0.37)  0.012
C (-3.88, -0.61, 0.92)  -0.624
C (-4.13, 0.54, 1.26)  -0.058
C (-3.15, 1.37, 1.96)  -0.007
C (-1.91, 0.80, 2.15)  -0.234
C (-1.63, -0.36, 1.42)  -0.032
C (-2.71, -1.09, 0.92)  0.009
H (-2.45, -2.17, 0.65)  0.136
H (-0.69, -0.62, 1.62)  0.045
C (-0.76, 1.85, 2.39)  -0.052
N (0.50, 1.47, 1.48)  0.100
C (0.65, 2.56, 0.59)  -0.506
O (0.02, 3.49, 0.25)  0.084
C (1.60, 1.93, -0.35)  -0.205
C (3.05, 1.57, 0.19)  -0.283
C (3.52, 2.05, 1.41)  0.073
C (5.00, 1.74, 1.25)  0.000
C (5.04, 1.06, 0.23)  -0.373
O (3.89, 1.08, -0.70)  0.130
C (6.13, 0.41, -0.31)  -0.052
H (7.10, 0.54, 0.24)  0.120
H (6.43, 0.78, -1.27)  0.076
H (6.03, -0.58, -0.84)  0.108
H (5.70, 1.77, 2.09)  0.139
H (3.08, 2.46, 2.11)  0.015
N (1.22, 0.92, -1.19)  -0.067
C (1.24, -0.48, -0.45)  -0.267
O (1.80, -0.60, 0.64)  0.053
C (0.91, -1.55, -1.42)  -0.092
C (1.21, -2.94, -0.77)  -0.506
C (2.37, -3.67, -0.79)  -0.105
C (2.35, -4.93, 0.06)  -0.106
C (1.27, -4.89, 0.92)  -0.246
S (0.28, -3.31, 0.67)  1.008
H (1.10, -5.53, 1.52)  -0.069
H (3.16, -5.52, 0.36)  0.074
H (3.08, -3.47, -1.53)  0.082
H (-0.30, -1.48, -1.43)  0.165
H (1.48, -1.73, -2.18)  0.059
C (0.33, 1.01, -2.18)  -0.319
C (-1.11, 0.77, -2.26)  -0.582
C (-1.87, -0.27, -2.83)  -0.010
C (-3.29, 0.13, -2.63)  -0.094
C (-3.24, 1.09, -1.79)  -0.487
S (-1.85, 1.85, -1.33)  1.204
H (-4.19, 1.40, -1.37)  0.079
H (-3.95, -0.48, -3.02)  0.062
H (-1.59, -0.86, -3.43)  -0.003
H (0.86, 0.27, -3.20)  0.197
H (0.74, 1.99, -2.84)  0.181
H (1.95, 2.81, -1.34)  0.239
H (1.08, 0.70, 1.70)  0.073
H (-0.23, 1.34, 3.60)  0.179
H (-0.90, 2.90, 2.76)  0.113
H (-3.30, 2.41, 2.18)  0.104
H (-5.21, 1.17, 1.43)  0.196
H (-6.59, -0.56, 1.31)  0.086
H (-6.64, -1.72, 0.15)  0.036

Results
E_HOMO = -0.2919 hartree

=====

# 2
DFT (ωB97M-V/def2-TZVPD) results for a single C26H26N4O4 molecule.

Each line ends with the Löwdin charge.
Geometry (Å):
C (3.51, 2.01, 0.72)  0.012
N (2.51, 1.73, -0.28)  -0.002
C (2.52, 0.61, -1.07)  -0.367
O (3.34, -0.27, -1.00)  0.111
C (1.38, 0.78, -2.07)  -0.067
H (1.84, 1.16, -2.99)  0.172
C (0.47, 1.80, -1.41)  -0.050
C (-0.67, 0.97, -0.76)  -0.215
N (-0.56, -0.34, -1.38)  0.079
C (-1.26, -1.40, -0.92)  -0.403
O (-1.36, -2.47, -1.47)  0.103
C (-1.93, -1.12, 0.43)  -0.015
N (-1.08, -0.29, 1.26)  0.002
C (-0.39, 0.73, 0.74)  -0.367
O (0.45, 1.36, 1.36)  0.089
C (-0.62, -0.87, 2.52)  -0.059
C (0.33, -1.99, 2.16)  -0.263
N (-0.20, -3.20, 2.10)  0.112
C (0.55, -4.19, 1.65)  -0.130
C (1.86, -4.02, 1.22)  -0.057
C (2.41, -2.75, 1.28)  -0.061
C (1.63, -1.71, 1.77)  -0.009
H (2.02, -0.71, 1.83)  0.107
H (3.42, -2.56, 0.94)  0.110
H (2.43, -4.86, 0.84)  0.102
H (0.07, -5.16, 1.63)  0.107
H (-0.12, -0.08, 3.08)  0.130
H (-1.48, -1.25, 3.07)  0.133
H (-2.07, -2.08, 0.93)  0.131
H (-2.91, -0.65, 0.30)  0.116
C (0.50, -0.45, -2.38)  -0.160
C (1.25, -1.76, -2.33)  -0.261
C (0.92, -2.85, -3.29)  -0.109
C (2.19, -2.08, -3.45)  -0.099
H (2.27, -1.38, -4.26)  0.102
H (3.13, -2.55, -3.19)  0.102
H (0.13, -2.68, -4.00)  0.103
H (0.96, -3.87, -2.93)  0.103
H (1.54, -2.04, -1.33)  0.126
H (0.06, -0.32, -3.38)  0.170
C (-2.07, 1.60, -0.99)  -0.030
C (-2.66, 2.19, 0.27)  -0.225
C (-1.99, 3.19, 0.97)  -0.024
C (-2.52, 3.71, 2.13)  -0.061
C (-3.74, 3.25, 2.60)  -0.088
C (-4.43, 2.28, 1.90)  -0.081
C (-3.89, 1.76, 0.74)  -0.056
H (-4.45, 1.01, 0.18)  0.109
H (-5.39, 1.93, 2.25)  0.102
H (-4.16, 3.66, 3.51)  0.101
H (-1.99, 4.47, 2.67)  0.108
H (-1.04, 3.55, 0.61)  0.106
H (-2.73, 0.85, -1.41)  0.125
H (-1.98, 2.40, -1.73)  0.128
C (1.39, 2.53, -0.42)  -0.411
O (1.27, 3.65, -0.01)  0.119
H (0.05, 2.53, -2.10)  0.161
H (4.27, 1.23, 0.67)  0.093
H (3.04, 2.02, 1.71)  0.098
H (3.96, 2.98, 0.53)  0.099

Results
Structure (SMILES) = CN1C(=O)[C@H]2[C@@H](C3CC3)N3C(=O)CN(Cc4ccccn4)C(=O)[C@@]3(Cc3ccccc3)[C@H]2C1=O
Energy above the lowest of the compared OMol25 structures with the same formula, charge and spin = 1.486 eV
E_HOMO = -0.3358 hartree

=====

# 3
DFT (ωB97M-V/def2-TZVPD) results for 4 unconnected molecules or ions with the total composition C26H26N4O9P at a distorted geometry.

Each line ends with the Löwdin charge.
Geometry (Å):
C (0.39, -0.68, 1.24)  -0.288
P (-0.10, -1.26, -0.46)  0.916
C (0.47, -0.10, -1.82)  -0.277
C (-1.96, -1.44, -0.64)  -0.267
C (-2.49, -2.81, -0.71)  -0.003
N (-3.84, -3.05, -0.88)  0.084
C (-4.78, -2.03, -1.02)  0.013
C (-4.39, -0.62, -0.94)  0.062
C (-2.94, -0.34, -0.76)  -0.033
C (-2.49, 1.15, -0.72)  -0.397
O (-2.27, 1.67, -1.77)  0.201
O (-2.39, 1.83, 0.51)  -0.036
O (-3.69, 2.12, 0.91)  0.016
H (1.51, -0.82, 1.35)  0.051
H (-0.06, -1.28, 2.08)  0.061
H (0.20, 0.41, 1.44)  0.020
H (0.28, 0.98, -1.63)  0.043
H (1.55, -0.34, -2.02)  0.055
H (-0.11, -0.38, -2.74)  0.039
H (-1.81, -3.69, -0.63)  0.141
H (-4.16, -4.02, -0.95)  0.179
H (-5.85, -2.33, -1.18)  0.152
H (-5.16, 0.17, -1.03)  0.138
H (-4.18, 1.29, 1.10)  0.119
C (-2.03, 4.42, 4.84)  -0.062
C (-1.83, 3.56, 3.77)  -0.061
C (-0.68, 2.79, 3.70)  -0.002
C (0.26, 2.87, 4.72)  -0.141
C (0.07, 3.73, 5.80)  0.006
C (-1.08, 4.51, 5.85)  -0.055
N (1.46, 2.04, 4.67)  -0.341
O (1.61, 1.30, 3.71)  0.049
O (2.25, 2.11, 5.60)  0.089
H (-2.93, 5.02, 4.89)  0.112
H (-2.57, 3.50, 2.98)  0.094
H (-0.53, 2.12, 2.86)  0.092
H (0.80, 3.81, 6.59)  0.123
H (-1.24, 5.18, 6.69)  0.114
C (4.67, -0.52, 3.53)  -0.075
C (4.97, -0.85, 2.21)  -0.073
C (5.15, -2.17, 1.85)  -0.010
C (5.02, -3.16, 2.81)  -0.149
C (4.72, -2.85, 4.13)  -0.001
C (4.55, -1.52, 4.49)  -0.059
N (5.18, -4.57, 2.43)  -0.353
O (5.46, -4.81, 1.27)  0.074
O (5.02, -5.42, 3.29)  0.078
H (4.52, 0.52, 3.81)  0.102
H (5.07, -0.06, 1.47)  0.107
H (5.39, -2.42, 0.82)  0.118
H (4.62, -3.62, 4.89)  0.120
H (4.31, -1.26, 5.52)  0.112
C (-1.22, 1.91, -6.50)  -0.066
C (-0.93, 1.59, -7.82)  -0.056
C (-0.76, 0.26, -8.18)  0.007
C (-0.89, -0.73, -7.22)  -0.145
C (-1.18, -0.42, -5.90)  -0.018
C (-1.34, 0.91, -5.54)  -0.074
N (-0.74, -2.14, -7.61)  -0.350
O (-0.46, -2.39, -8.77)  0.093
O (-0.89, -2.99, -6.74)  0.065
H (-1.36, 2.95, -6.22)  0.111
H (-0.83, 2.37, -8.56)  0.113
H (-0.52, 0.01, -9.21)  0.124
H (-1.28, -1.19, -5.15)  0.106
H (-1.57, 1.17, -4.51)  0.088

Results
Net charge = +1
E_HOMO = -0.4250 hartree